9
Properties=species:S:1:pos:R:3 method="wB97M-V/def2-TZVPD" multiplicity=2 de_lowest_kcal_mol=19.2 total_charge=+2 s2=0.76 e_lumo_ha="-0.4000 / -0.3999" orbital_gap_ev="3.346 / 4.686" total_energy_ev=-25672.5646
C -1.9770 0.5648 0.6406
C -1.1993 1.3765 -0.0498
H -2.2201 0.3838 1.6881
H -0.5384 2.0964 0.4568
H -1.2053 1.4006 -1.1452
O 0.1744 -1.8090 0.6720
C 1.0718 -1.4746 0.0385
Ca 3.8388 -1.1804 -1.7113
O 2.0551 -1.3579 -0.5898

23
Properties=species:S:1:pos:R:3 method="wB97M-V/def2-TZVPD" multiplicity=5 total_charge=-1 s2=6.04 e_lumo_ha="0.1294 / 0.0599" orbital_gap_ev="7.246 / 5.898" total_energy_ev=-130724.4527
C 0.9909 2.0498 0.5777
C -0.4499 2.2386 0.4427
C -0.8068 2.0303 -0.9119
H -1.0970 2.6005 1.2411
C 0.3487 1.6846 -1.6464
C 1.4863 1.7023 -0.7524
H 2.5305 1.6980 -1.0368
H 1.6063 2.3796 1.3959
H -1.8024 2.1567 -1.3236
H 0.4018 1.4494 -2.7135
Co 0.7767 0.1330 0.3820
Cl 0.6719 -0.2259 2.5176
C -0.9857 -2.1231 0.3122
C -1.1019 -1.8644 -1.0947
C -1.9789 -0.7738 -1.2659
H -0.6528 -2.4476 -1.8896
C -2.4316 -0.3527 0.0392
C -1.8242 -1.1799 1.0040
H -2.0273 -1.1748 2.0666
H -0.4627 -2.9659 0.7712
H -2.3027 -0.3598 -2.2274
H -3.1685 0.4278 0.2452
Br 1.9762 -1.2986 -0.8308

83
Properties=species:S:1:pos:R:3 method="wB97M-V/def2-TZVPD" de_lowest_kcal_mol=38.1 total_charge=+2 e_lumo_ha="-0.3237 / -0.3182" orbital_gap_ev="3.764 / 3.912" total_energy_ev=-334265.7142
Os -0.0016 0.0690 0.6314
Se 6.1654 2.7528 -0.8076
P 5.6043 1.8272 0.9969
C 5.1639 2.9669 2.3329
C 4.2087 2.6422 3.2949
C 3.9694 3.5034 4.3544
C 4.6840 4.6897 4.4575
C 5.6319 5.0166 3.4983
C 5.8725 4.1602 2.4348
C 6.8085 0.6780 1.6855
C 6.5941 0.0798 2.9285
C 7.5495 -0.7668 3.4572
C 8.7232 -1.0150 2.7536
C 8.9415 -0.4161 1.5245
C 7.9842 0.4324 0.9853
C 4.0649 0.8707 0.7904
C 2.8183 1.2598 0.3420
N 2.0137 0.1738 0.4666
N 2.7465 -0.8278 0.9691
N 3.9597 -0.4285 1.1719
P 2.0802 2.7024 -0.3934
Se -0.0690 2.4310 0.1730
C 2.6764 4.2485 0.2244
C 2.3938 4.6194 1.5436
C 2.8669 5.8245 2.0216
C 3.6112 6.6531 1.1870
C 3.8854 6.2854 -0.1211
C 3.4161 5.0794 -0.6159
C 2.1785 2.5545 -2.1722
C 1.1477 3.0357 -2.9818
C 1.2658 2.9478 -4.3578
C 2.4014 2.3795 -4.9220
C 3.4224 1.8983 -4.1153
C 3.3180 1.9780 -2.7354
H 3.6549 1.7123 3.2281
H 3.2382 3.2452 5.1086
H 4.5065 5.3560 5.2904
H 6.1899 5.9390 3.5806
H 6.6050 4.4147 1.6788
H 5.6915 0.2812 3.4895
H 7.3872 -1.2281 4.4211
H 9.4719 -1.6734 3.1727
H 9.8591 -0.6018 0.9840
H 8.1482 0.9084 0.0276
H 1.8166 3.9703 2.1903
H 2.6572 6.1214 3.0392
H 3.9769 7.5985 1.5632
H 4.4683 6.9343 -0.7588
H 3.6325 4.7872 -1.6345
H 0.2671 3.4948 -2.5503
H 0.4765 3.3285 -4.9902
H 2.4909 2.3152 -5.9977
H 4.3089 1.4656 -4.5570
H 4.1262 1.6201 -2.1099
F -1.3888 0.0576 6.6527
C -2.3210 0.9136 6.2195
C -2.0815 1.8315 5.0370
F -2.4396 3.1264 5.0869
C -0.9521 1.4493 4.2680
F 0.1577 2.1519 4.2188
C -1.0293 0.1319 3.6973
Se 0.3695 -0.7688 2.7925
C -2.2800 -0.3162 4.0200
F -2.7840 -1.4708 3.6370
C -2.9937 0.6087 4.9278
F -4.3279 0.6984 4.8024
N -2.2050 0.0308 0.6870
H -2.6074 -0.0517 -0.2474
H -2.6040 0.8812 1.0826
H -2.5874 -0.7459 1.2263
C 0.3239 -3.6681 0.6611
As 0.1937 -2.1261 -0.4865
C 1.6740 -2.2779 -1.7063
C -1.3491 -2.4750 -1.6014
H 0.3802 -4.5478 0.0192
H -0.5468 -3.7334 1.3107
H 1.2314 -3.5825 1.2569
H 1.5540 -3.2207 -2.2417
H 2.6046 -2.2756 -1.1447
H 1.6645 -1.4486 -2.4127
H -1.1743 -3.4088 -2.1370
H -1.4802 -1.6732 -2.3279
H -2.2516 -2.5850 -1.0010

20
Properties=species:S:1:pos:R:3 method="wB97M-V/def2-TZVPD" de_lowest_kcal_mol=257.4 total_charge=0 e_lumo_ha=0.0071 orbital_gap_ev=8.657 total_energy_ev=-9385.6874
C 1.0883 2.2205 -1.0501
C 1.8281 0.2599 0.3325
C -0.6150 -0.5852 -0.1350
C -0.1159 -1.8964 -0.8324
C -1.8143 -0.9039 0.7081
C -2.5314 -0.1936 1.6801
H 0.2813 3.0293 -1.4104
H 2.0021 2.1492 -1.8405
H 1.2414 2.7011 0.0068
H 1.1362 -0.1235 1.7146
H 3.0446 1.2803 0.7041
H 2.2217 -1.0011 -0.2194
H 0.3855 -2.5685 -0.1467
H -0.9479 -2.5688 -1.2815
H 0.2570 -1.8755 -1.9151
H -2.1070 -1.9891 0.8374
H -3.4724 -0.3295 1.9574
H -2.2951 0.8993 2.0520
N 0.8997 0.8353 -0.8509
N -0.4870 0.6601 -0.3109